1.
{"formula": "C20H16ClN3O5S2", "method": "the ωB97M-V functional and the def2-TZVPD basis", "symbols": ["O", "C", "O", "C", "C", "C", "C", "C", "N", "C", "O", "C", "C", "C", "C", "Cl", "S", "C", "N", "C", "O", "C", "N", "C", "C", "S", "C", "O", "C", "C", "C", "H", "H", "H", "H", "H", "H", "H", "H", "H", "H", "H", "H", "H", "H", "H", "H"], "coordinates": [[-6.73, -2.44, 1.71], [-5.49, -2.60, 1.43], [-5.09, -3.77, 0.75], [-4.44, -1.63, 1.80], [-4.84, -0.33, 2.27], [-3.78, 0.62, 2.55], [-2.44, 0.32, 2.20], [-1.35, 1.40, 2.37], [-0.82, 1.88, 1.11], [0.43, 2.23, 0.78], [1.32, 2.42, 1.68], [0.67, 2.81, -0.55], [-0.27, 2.77, -1.58], [0.24, 3.42, -2.80], [1.50, 3.83, -2.55], [2.28, 4.92, -3.72], [2.15, 3.57, -0.94], [-2.11, -0.93, 1.69], [-0.73, -1.14, 1.44], [-0.08, -2.15, 0.73], [-0.55, -3.25, 0.62], [1.20, -1.84, 0.05], [1.62, -0.66, -0.31], [2.85, -0.82, -0.94], [3.24, -2.06, -1.28], [2.20, -3.21, -0.58], [4.48, -2.39, -1.86], [5.20, -1.26, -2.31], [4.58, -0.05, -2.53], [3.76, 0.41, -1.29], [-3.10, -1.95, 1.70], [-4.10, -3.86, 0.60], [-5.85, -0.08, 2.49], [-3.85, 1.54, 3.08], [-0.48, 1.02, 2.96], [-1.80, 2.16, 2.94], [-1.47, 2.33, 0.41], [-1.28, 2.30, -1.57], [-0.25, 3.48, -3.75], [-0.06, -0.37, 1.62], [4.32, -3.01, -2.67], [5.03, -3.03, -1.12], [5.28, 0.67, -2.92], [3.78, -0.17, -3.28], [3.15, 1.26, -1.49], [4.43, 0.64, -0.43], [-2.74, -3.00, 1.50]], "lowdin_charge": [0.05, -0.37, 0.06, -0.15, 0.04, 0.01, -0.14, -0.10, 0.06, -0.50, -0.02, -0.49, -0.07, -0.17, -0.94, 0.59, 1.09, -0.14, 0.15, -0.46, 0.06, -0.43, 0.14, -0.27, -0.52, 1.16, -0.22, -0.09, -0.22, -0.07, 0.05, 0.11, 0.10, 0.09, 0.14, 0.11, 0.16, 0.12, 0.10, 0.13, 0.11, 0.16, 0.13, 0.13, 0.03, 0.14, 0.12], "total_charge": 0, "smiles": "O=C(O)c1ccc(CNC(=O)c2ccc(Cl)s2)c(NC(=O)c2nc3c(s2)COCC3)c1", "e_tot_ha": -2568.73621, "orbital_gap_ha": 0.315, "homo_energy_ev": -9.13, "multiplicity": 1}



2.
{"formula": "C33H31Cl8N4O6RuSTe", "method": "the ωB97M-V functional and the def2-TZVPD basis", "symbols": ["Ru", "C", "C", "C", "O", "C", "O", "O", "H", "H", "H", "H", "H", "H", "H", "Cl", "C", "C", "C", "Cl", "C", "Cl", "C", "Cl", "C", "Cl", "C", "N", "C", "C", "C", "O", "N", "C", "O", "H", "H", "H", "H", "H", "C", "Te", "C", "H", "H", "H", "H", "H", "H", "Cl", "C", "C", "C", "C", "C", "C", "N", "C", "C", "N", "C", "O", "C", "C", "C", "Cl", "S", "C", "C", "C", "Cl", "C", "H", "H", "H", "H", "H", "H", "H", "H", "H", "H", "H", "H", "H"], "coordinates": [[14.31, -15.07, 3.82], [17.14, -10.79, 2.59], [17.33, -11.89, 3.61], [18.74, -12.07, 4.11], [16.53, -11.53, 4.73], [16.80, -13.20, 2.94], [17.44, -13.80, 2.09], [15.65, -13.50, 3.51], [17.20, -9.82, 3.07], [16.13, -10.90, 2.16], [17.87, -10.86, 1.78], [18.97, -11.30, 4.80], [19.42, -11.99, 3.25], [18.78, -12.97, 4.71], [15.94, -12.24, 4.91], [13.00, -16.38, 6.83], [14.65, -16.84, 6.47], [15.27, -16.41, 5.31], [16.56, -16.88, 5.10], [17.32, -16.55, 3.57], [17.27, -17.61, 6.05], [18.96, -18.00, 5.89], [16.60, -18.09, 7.17], [17.44, -19.00, 8.45], [15.27, -17.68, 7.41], [14.48, -18.36, 8.75], [9.34, -13.52, 2.06], [10.13, -14.50, 2.82], [9.53, -15.61, 3.40], [10.21, -16.73, 3.78], [11.67, -16.67, 3.68], [12.41, -17.64, 3.77], [12.23, -15.45, 3.36], [11.49, -14.52, 2.67], [12.06, -13.68, 2.01], [8.29, -13.77, 2.03], [9.74, -13.50, 1.04], [9.45, -12.51, 2.50], [8.46, -15.65, 3.45], [9.71, -17.61, 4.08], [15.62, -16.08, 0.01], [14.14, -16.79, 1.38], [15.01, -18.55, 2.26], [15.08, -15.18, -0.41], [15.78, -16.83, -0.76], [16.47, -15.74, 0.57], [14.45, -19.37, 1.88], [14.81, -18.42, 3.30], [16.05, -18.63, 2.04], [7.00, -11.12, 4.25], [8.31, -11.29, 5.41], [8.72, -12.55, 5.73], [9.72, -12.68, 6.74], [10.40, -11.59, 7.30], [11.56, -11.82, 8.27], [12.86, -11.23, 7.69], [13.11, -11.63, 6.34], [13.04, -10.86, 5.19], [13.08, -11.72, 4.15], [13.27, -12.99, 4.65], [13.28, -12.88, 5.95], [11.42, -11.27, 9.52], [11.43, -12.28, 10.56], [10.29, -13.29, 10.51], [10.51, -14.61, 10.79], [11.97, -15.35, 11.17], [9.09, -15.55, 10.54], [8.16, -14.20, 10.12], [8.93, -13.09, 10.17], [9.94, -10.34, 6.90], [10.62, -8.86, 7.60], [8.94, -10.16, 5.98], [8.26, -13.43, 5.28], [10.06, -13.70, 6.94], [11.66, -12.90, 8.27], [13.69, -11.64, 8.25], [12.90, -10.13, 7.72], [12.88, -9.82, 5.26], [13.02, -11.49, 3.09], [13.37, -13.64, 6.73], [11.43, -11.67, 11.50], [12.35, -12.88, 10.55], [7.15, -14.36, 9.74], [8.63, -12.08, 9.86], [8.59, -9.19, 5.72]], "lowdin_charge": [1.42, -0.01, -0.55, -0.01, -0.02, -0.55, 0.04, -0.24, 0.08, 0.09, 0.09, 0.07, 0.10, 0.09, 0.04, 0.68, -0.68, -0.29, -0.69, 0.73, -0.69, 0.67, -0.65, 0.63, -0.73, 0.69, -0.01, -0.04, -0.05, 0.03, -0.61, -0.06, -0.09, -0.60, 0.02, 0.08, 0.10, 0.09, 0.12, 0.10, -0.42, 1.36, -0.39, 0.02, 0.00, -0.03, -0.01, -0.04, -0.01, 0.66, -0.63, -0.10, 0.00, -0.17, -0.32, -0.07, -0.07, -0.02, -0.10, 0.00, -0.20, -0.09, -0.11, -0.32, -1.01, 0.71, 1.00, -0.41, -0.16, -0.55, 0.73, -0.11, 0.10, 0.13, 0.13, 0.14, 0.11, 0.11, 0.12, 0.11, 0.15, 0.09, 0.08, 0.13, 0.10], "de_lowest_kcal_mol": 1.7, "total_charge": 0, "e_tot_ha": -6389.13066, "orbital_gap_ha": [0.303, 0.264], "s_squared": 8.761, "homo_energy_ev": [-8.03, -8.91], "multiplicity": 6}



3.
{"formula": "C42H50Cl3F5NO2P2S2ScSeSiTe", "method": "the ωB97M-V functional and the def2-TZVPD basis", "symbols": ["Sc", "Cl", "C", "Cl", "H", "H", "Cl", "C", "C", "C", "C", "C", "C", "P", "C", "C", "C", "C", "C", "C", "C", "C", "C", "C", "C", "C", "H", "H", "H", "H", "H", "H", "H", "H", "H", "H", "H", "H", "H", "H", "F", "C", "C", "F", "C", "F", "C", "Se", "C", "F", "C", "F", "C", "Te", "C", "H", "H", "H", "H", "H", "H", "C", "C", "C", "O", "P", "S", "S", "O", "C", "C", "C", "H", "H", "H", "H", "H", "H", "H", "H", "H", "H", "H", "H", "H", "H", "C", "Si", "C", "C", "N", "C", "C", "C", "C", "C", "C", "H", "H", "H", "H", "H", "H", "H", "H", "H", "H", "H", "H", "H", "H"], "coordinates": [[0.32, -0.79, -0.72], [2.60, -2.32, -0.44], [2.71, -4.06, -0.85], [1.31, -4.97, -0.31], [3.58, -4.45, -0.33], [2.81, -4.14, -1.93], [2.65, 0.09, 2.03], [2.12, 1.60, 2.67], [2.70, 2.05, 3.85], [2.34, 3.27, 4.38], [1.40, 4.05, 3.73], [0.82, 3.60, 2.56], [1.15, 2.37, 2.01], [0.29, 1.85, 0.44], [0.88, 3.21, -0.62], [2.22, 3.59, -0.51], [2.74, 4.58, -1.33], [1.93, 5.22, -2.25], [0.60, 4.83, -2.39], [0.08, 3.83, -1.59], [-1.40, 2.32, 0.99], [-1.98, 3.59, 0.87], [-3.21, 3.85, 1.45], [-3.87, 2.86, 2.16], [-3.31, 1.60, 2.29], [-2.09, 1.33, 1.69], [3.45, 1.43, 4.34], [2.80, 3.62, 5.29], [1.11, 5.01, 4.14], [0.09, 4.22, 2.05], [2.86, 3.09, 0.21], [3.78, 4.86, -1.24], [2.32, 6.02, -2.87], [-0.03, 5.30, -3.13], [-0.95, 3.52, -1.72], [-1.46, 4.37, 0.34], [-3.64, 4.83, 1.36], [-4.83, 3.07, 2.62], [-3.81, 0.82, 2.85], [-1.64, 0.34, 1.80], [-3.38, -1.05, -7.31], [-2.74, -1.44, -6.21], [-3.39, -2.22, -5.26], [-4.65, -2.60, -5.47], [-2.72, -2.60, -4.11], [-3.37, -3.36, -3.23], [-1.40, -2.23, -3.87], [-0.45, -2.83, -2.34], [-0.76, -1.52, -4.88], [0.55, -1.27, -4.77], [-1.42, -1.09, -6.02], [-0.78, -0.37, -6.94], [-4.80, -0.69, 0.37], [-3.09, -1.38, -0.75], [-3.40, -3.40, -0.12], [-5.70, -1.09, -0.07], [-4.83, 0.40, 0.34], [-4.71, -1.02, 1.40], [-3.39, -3.45, 0.96], [-2.59, -4.01, -0.53], [-4.35, -3.75, -0.52], [1.31, -1.19, 5.84], [0.22, -1.03, 4.79], [-0.95, -0.23, 5.34], [-0.16, -2.37, 4.41], [-1.03, -2.74, 3.12], [-2.93, -2.33, 3.32], [-0.05, -1.82, 1.59], [-0.80, -4.30, 3.03], [0.37, -5.11, 3.30], [0.29, -5.62, 4.73], [1.70, -4.42, 3.02], [1.65, -0.21, 6.18], [2.16, -1.74, 5.43], [0.90, -1.74, 6.68], [0.62, -0.53, 3.90], [-1.40, -0.76, 6.18], [-1.72, -0.10, 4.58], [-0.61, 0.75, 5.66], [0.26, -5.95, 2.61], [0.37, -4.78, 5.43], [1.10, -6.32, 4.91], [-0.66, -6.12, 4.89], [1.90, -3.65, 3.77], [1.70, -3.97, 2.04], [2.50, -5.17, 3.07], [3.48, 1.72, -3.93], [2.82, 0.35, -2.80], [3.19, -1.34, -3.58], [3.94, 0.57, -1.28], [1.15, 0.41, -2.25], [0.14, 1.00, -2.98], [-1.16, 1.08, -2.44], [-2.23, 1.62, -3.12], [-2.06, 2.16, -4.38], [-0.79, 2.11, -4.94], [0.28, 1.55, -4.28], [4.56, 1.78, -3.79], [3.05, 2.70, -3.69], [3.30, 1.54, -4.99], [4.17, -1.73, -3.26], [3.20, -1.28, -4.67], [2.43, -2.08, -3.32], [4.77, -0.14, -1.31], [3.42, 0.43, -0.35], [4.37, 1.57, -1.27], [-1.33, 0.70, -1.43], [-3.21, 1.63, -2.64], [-2.89, 2.59, -4.92], [-0.63, 2.50, -5.94], [1.23, 1.48, -4.77]], "lowdin_charge": [0.28, 0.58, -0.88, 0.59, 0.04, 0.04, 0.71, -0.64, -0.11, -0.07, -0.06, -0.07, -0.34, 1.10, -0.34, -0.09, -0.08, -0.08, -0.06, -0.10, -0.35, -0.10, -0.07, -0.07, -0.09, -0.12, 0.11, 0.11, 0.11, 0.10, 0.10, 0.11, 0.11, 0.11, 0.09, 0.10, 0.11, 0.11, 0.10, 0.02, 0.13, -0.14, -0.14, 0.12, -0.28, 0.04, -0.48, 0.65, -0.25, 0.07, -0.15, 0.12, -0.42, 1.23, -0.41, 0.00, -0.01, -0.04, -0.07, -0.02, 0.01, -0.04, -0.48, -0.06, -0.32, -0.07, 0.33, 0.25, -0.30, -0.43, -0.04, -0.09, 0.08, 0.08, 0.09, 0.07, 0.09, 0.02, 0.08, 0.13, 0.08, 0.08, 0.09, 0.07, -0.02, 0.09, -0.17, 0.43, -0.19, -0.21, -0.19, -0.40, -0.17, -0.09, -0.09, -0.08, -0.05, 0.04, 0.02, 0.03, 0.03, 0.03, -0.03, 0.03, -0.08, 0.02, -0.02, 0.11, 0.10, 0.11, 0.08], "de_lowest_kcal_mol": 29.4, "total_charge": 0, "e_tot_ha": -8914.53106, "orbital_gap_ha": 0.250, "homo_energy_ev": -7.35, "multiplicity": 1}



| no. | strongest force on any atom (eV/A) |
| --- | --- |
| 1 | 5.8 |
| 2 | 2.4 |
| 3 | 1.0 |